Molecular formula: C36H36CrN6O3PSTe
Method: DFT, ωB97M-V/def2-TZVPD

Properties
Energy: -3999.74123 hartree
Total charge: -1
Kohn-Sham gap (spin up / spin down): 5.8683 / 4.6123 eV
Expectation value of S²: 6.14
Lowest unoccupied orbital energy (spin up / spin down): 2.102 / 0.732 eV
HOMO energy (spin up / spin down): -3.8 / -3.9 eV
Multiplicity: 5

Geometry (Å):
Cr1 -0.194 -0.149 0.410
S1 -1.965 0.424 -1.003
C1 -1.036 1.686 -1.840
N1 -1.451 1.975 -3.034
N2 -0.784 3.032 -3.659
C2 -0.890 4.341 -3.282
C3 -0.419 5.348 -4.144
C4 -0.549 6.683 -3.811
C5 -1.156 7.063 -2.619
C6 -1.600 6.072 -1.752
C7 -1.464 4.730 -2.062
N3 -0.002 2.307 -1.233
N4 0.353 1.779 -0.064
C8 1.298 2.398 0.602
C9 2.607 0.902 1.837
C10 3.931 1.537 1.808
C11 4.227 2.744 1.279
C12 3.384 3.669 0.556
C13 2.095 3.497 0.171
H1 -0.684 2.866 -4.643
H2 0.051 5.065 -5.080
H3 -0.171 7.441 -4.486
H4 -1.275 8.109 -2.368
H5 -2.063 6.349 -0.812
H6 -1.810 3.975 -1.372
H7 2.483 0.270 2.719
H8 4.729 0.963 2.265
H9 5.263 3.051 1.378
H10 3.880 4.562 0.192
H11 1.639 4.171 -0.544
C14 0.353 0.587 4.744
C15 -0.168 0.844 3.474
N5 -0.301 -0.095 2.551
C16 -0.096 -1.385 2.946
C17 0.408 -1.749 4.216
C18 0.700 -0.693 5.102
C19 0.525 -3.123 4.527
C20 0.030 -4.067 3.657
C21 -0.562 -3.723 2.434
C22 -1.139 -4.667 1.499
C23 -1.743 -4.228 0.394
C24 -1.909 -2.761 0.092
N6 -0.989 -1.918 0.847
C25 -0.561 -2.376 2.029
H12 0.486 1.414 5.427
H13 -0.477 1.840 3.193
H14 1.138 -0.906 6.069
H15 0.963 -3.414 5.474
H16 0.087 -5.117 3.925
H17 -1.079 -5.725 1.731
H18 -2.197 -4.919 -0.307
H19 -1.723 -2.569 -0.970
C26 4.260 0.810 -2.827
C27 3.025 1.069 -1.987
O1 3.240 0.501 -0.696
P1 2.257 -0.290 0.314
O2 1.551 1.852 1.837
Te1 1.005 -1.612 -1.552
O3 3.253 -1.387 0.960
C28 3.800 -2.550 0.347
C29 3.261 -3.794 1.028
H20 4.091 1.172 -3.842
H21 4.458 -0.262 -2.865
H22 5.129 1.319 -2.407
H23 2.150 0.626 -2.462
H24 2.843 2.135 -1.873
H25 4.885 -2.483 0.457
H26 3.553 -2.565 -0.716
H27 3.418 -3.729 2.106
H28 3.776 -4.675 0.641
H29 2.191 -3.890 0.839
C30 -3.362 -2.327 0.397
C31 -4.418 -2.723 -0.605
C32 -5.744 -2.392 -0.318
C33 -6.775 -2.709 -1.184
C34 -6.503 -3.381 -2.369
C35 -5.193 -3.709 -2.671
C36 -4.159 -3.379 -1.803
H30 -3.638 -2.717 1.382
H31 -3.358 -1.237 0.471
H32 -5.957 -1.868 0.608
H33 -7.792 -2.426 -0.939
H34 -7.306 -3.644 -3.046
H35 -4.968 -4.219 -3.600
H36 -3.144 -3.627 -2.087

Atom charges from the Löwdin analysis, given in e for atoms 1 to 4: atom 1 (Cr): 0.149, atom 2 (S): 0.617, atom 3 (C): -0.855, atom 4 (N): -0.018